{
  "formula": "C6H9NO",
  "method": "wB97M-V/def2-TZVPD",
  "total_energy_ev": -9902.475,
  "smiles": "C=C=C(O)/C(C)=N/C",
  "e_homo_ev": -8.62,
  "orbital_gap_ha": 0.3457,
  "multiplicity": 1,
  "elements": ["C", "C", "C", "C", "C", "O", "N", "C", "H", "H", "H", "H", "H", "H", "H", "H", "H"],
  "coordinates": [[-2.50574, 0.29375, -0.42579], [-0.24352, -1.38662, 0.25509], [0.96711, 0.87336, 0.74042], [-0.22235, 0.11323, 0.15255], [3.00406, -0.14122, -0.53717], [0.80631, 2.19133, 1.02677], [-1.21291, 0.85386, -0.15118], [1.96614, 0.39926, 0.03013], [-0.14910, 2.32784, 1.13679], [-2.46987, -0.42817, -1.24743], [-3.17925, 1.11329, -0.68311], [-2.92027, -0.22134, 0.44775], [-0.61499, -1.81837, -0.68044], [0.75456, -1.77416, 0.45765], [-0.92481, -1.69161, 1.05568], [3.14899, -0.10137, -1.60571], [3.79565, -0.60307, 0.02801]]
}

***

{
  "formula": "C24H35N2O4",
  "method": "wB97M-V/def2-TZVPD",
  "total_energy_ev": -36619.118,
  "total_charge": 1,
  "smiles": "C/C=C/c1ccc(OC[C@@H](O)CNC[C@@H](c2ccc(OC)cc2)[NH+](C)C)c(OC)c1",
  "e_homo_ev": -10.58,
  "orbital_gap_ha": 0.3209,
  "multiplicity": 1,
  "elements": ["C", "C", "C", "C", "C", "C", "C", "C", "C", "H", "O", "C", "H", "H", "H", "O", "C", "C", "C", "N", "H", "C", "H", "C", "C", "C", "C", "C", "C", "C", "H", "H", "O", "C", "H", "H", "H", "H", "H", "H", "N", "H", "C", "H", "H", "H", "C", "H", "H", "H", "H", "H", "H", "O", "H", "H", "H", "H", "H", "H", "H", "H", "H", "H", "H"],
  "coordinates": [[-2.88435, -5.77577, -0.85331], [-2.75307, -4.39562, -0.31746], [-3.36509, -3.33232, -0.83755], [-3.29177, -1.96019, -0.36184], [-3.99703, -0.96414, -1.03873], [-3.96563, 0.35545, -0.63153], [-3.21152, 0.73428, 0.47123], [-2.48030, -0.25291, 1.15242], [-2.54190, -1.57356, 0.75108], [-1.99241, -2.30047, 1.32830], [-1.63324, 0.09687, 2.19668], [-2.30110, 0.38906, 3.41632], [-1.52430, 0.65469, 4.13094], [-2.84668, -0.48647, 3.77799], [-2.99594, 1.22300, 3.29518], [-3.12169, 2.00913, 0.97588], [-3.31311, 3.10234, 0.10770], [-2.19219, 3.19359, -0.94615], [-0.81190, 3.40248, -0.28975], [-0.39572, 2.21244, 0.43880], [-0.95342, 2.09776, 1.27949], [1.03208, 2.08386, 0.69589], [1.17468, 1.56094, 1.64051], [1.60525, 1.25323, -0.47653], [3.00081, 0.72274, -0.31668], [3.51303, 0.27330, 0.89430], [4.80418, -0.21161, 0.99245], [5.62385, -0.26442, -0.13448], [5.11095, 0.18553, -1.35717], [3.82776, 0.67074, -1.44065], [3.46310, 1.02737, -2.39310], [5.75066, 0.14904, -2.22354], [6.88825, -0.71622, -0.15677], [7.48791, -1.16112, 1.04176], [7.53247, -0.36137, 1.78621], [6.95852, -2.02341, 1.45717], [8.49910, -1.45660, 0.76969], [5.16391, -0.54311, 1.95272], [2.91231, 0.29944, 1.78998], [1.58488, 1.88643, -1.36952], [0.56282, 0.19005, -0.71831], [-0.28639, 0.77429, -0.36591], [0.41730, -0.17860, -2.12686], [1.32311, -0.67265, -2.47810], [0.23502, 0.70639, -2.73309], [-0.42525, -0.85835, -2.24279], [0.71325, -1.00027, 0.12323], [0.62684, -0.72636, 1.17112], [-0.08225, -1.70451, -0.10980], [1.67890, -1.46977, -0.05825], [1.55312, 3.04351, 0.75465], [-0.09205, 3.59814, -1.08943], [-0.84653, 4.29230, 0.35556], [-2.45636, 4.18496, -1.89679], [-2.54638, 5.04342, -1.46582], [-2.17218, 2.25339, -1.51285], [-3.29598, 3.98331, 0.75690], [-4.28503, 3.06457, -0.39576], [-4.53995, 1.08593, -1.17832], [-4.59343, -1.23002, -1.89824], [-3.99745, -3.47415, -1.70475], [-2.11781, -4.30233, 0.55337], [-3.51970, -5.80059, -1.73443], [-1.90401, -6.17712, -1.10996], [-3.31096, -6.42994, -0.09330]]
}

***

{
  "formula": "C6H12",
  "method": "wB97M-V/def2-TZVPD",
  "total_energy_ev": -6416.809,
  "smiles": "CC1CCCC1",
  "e_homo_ev": -11.01,
  "orbital_gap_ha": 0.4496,
  "multiplicity": 1,
  "elements": ["C", "C", "C", "C", "C", "C", "H", "H", "H", "H", "H", "H", "H", "H", "H", "H", "H", "H"],
  "coordinates": [[-0.21845, -1.89346, 0.54897], [-0.03609, -0.79810, -0.50204], [1.24960, 0.01620, -0.19582], [0.72956, 1.23119, 0.57449], [-0.48754, 1.60015, -0.27328], [-1.18863, 0.25068, -0.48716], [-0.22204, -1.45601, 1.55573], [0.60884, -2.61066, 0.50013], [-1.15789, -2.44348, 0.42320], [0.03001, -1.26818, -1.49026], [1.73543, 0.37018, -1.11440], [1.98944, -0.58003, 0.34793], [0.41805, 0.92686, 1.58357], [1.45825, 2.04187, 0.68089], [-1.12790, 2.37573, 0.15670], [-0.11462, 1.95577, -1.24223], [-1.88153, 0.04672, 0.34075], [-1.78449, 0.23456, -1.40716]]
}

***

{
  "formula": "CBr2F4Si",
  "method": "wB97M-V/def2-TZVPD",
  "total_energy_ev": -159870.458,
  "e_homo_ev": [-10.58, -9.16],
  "orbital_gap_ha": [0.3092, 0.2895],
  "multiplicity": 1,
  "elements": ["C", "F", "F", "F", "F", "Si", "Br", "Br"],
  "coordinates": [[1.83686, -0.06554, -0.36588], [1.96186, 0.05421, -1.67981], [2.32166, -1.29247, 0.06308], [2.40872, 0.96601, 0.23869], [-1.51646, -0.77217, 1.70632], [-1.55279, 0.10478, 0.39824], [-2.75932, -1.03342, -0.94002], [-2.70053, 2.03860, 0.57938]]
}

***

{
  "formula": "C2H9N2",
  "method": "wB97M-V/def2-TZVPD",
  "total_energy_ev": -5192.903,
  "total_charge": 1,
  "e_homo_ev": -15.95,
  "orbital_gap_ha": 0.4254,
  "multiplicity": 1,
  "elements": ["C", "H", "H", "H", "H", "N", "C", "N", "H", "H", "H", "H", "H"],
  "coordinates": [[-1.71628, -0.87335, -0.23183], [-2.82123, -0.89635, -0.41545], [-1.52600, -1.95140, -0.08436], [-1.49646, -0.20380, 0.56884], [-1.50163, -0.54114, -1.30745], [1.44224, 0.02754, -0.79992], [0.96735, 0.23067, 0.37009], [0.91670, 1.42946, 0.99689], [2.03700, 0.57918, -1.41298], [1.46735, -0.96212, -1.10215], [0.53842, -0.59138, 0.97120], [1.05156, 1.50699, 1.99553], [0.64100, 2.24568, 0.45158]]
}

***

{
  "formula": "C5H7BrNP",
  "method": "wB97M-V/def2-TZVPD",
  "total_energy_ev": -86118.262,
  "smiles": "CPc1cc(Br)c[nH]1",
  "e_homo_ev": -8.29,
  "orbital_gap_ha": 0.3334,
  "multiplicity": 1,
  "elements": ["C", "C", "C", "C", "C", "N", "P", "Br", "H", "H", "H", "H", "H", "H", "H"],
  "coordinates": [[1.60550, -0.28817, 0.62856], [2.58613, 1.50120, -0.32217], [2.80598, 0.26276, 0.20254], [0.60293, 0.57031, 0.34572], [-1.52447, -0.92988, -0.43833], [1.30961, 1.83798, -0.14099], [-1.22871, 0.53614, 0.63808], [4.59201, -0.40777, 0.01739], [1.31884, -1.25817, 1.07841], [3.40776, 2.11267, -0.77867], [-0.79204, -0.94437, -1.13261], [-2.46033, -0.90916, -0.90170], [-1.45954, -1.99686, 0.00247], [0.69486, 2.53700, -0.54146], [-1.15085, -0.16147, 1.94387]]
}

***

{
  "formula": "C10H15N",
  "method": "wB97M-V/def2-TZVPD",
  "total_energy_ev": -12100.687,
  "smiles": "CC1(C)c2cccn2C1(C)C",
  "e_homo_ev": -8.01,
  "orbital_gap_ha": 0.3253,
  "multiplicity": 1,
  "elements": ["C", "C", "C", "C", "C", "C", "C", "C", "C", "C", "N", "H", "H", "H", "H", "H", "H", "H", "H", "H", "H", "H", "H", "H", "H", "H"],
  "coordinates": [[0.15171, 1.41483, 2.72029], [1.24540, 0.82804, 2.11375], [-0.87615, 1.35261, 1.86987], [0.87711, 0.47860, 0.86448], [0.92776, -0.21751, -0.49390], [-0.70370, -0.03301, -0.45565], [1.25115, -1.71276, -0.42574], [1.61510, 0.57578, -1.61370], [-1.66306, 0.45996, -1.57829], [-1.55140, -1.23975, 0.04838], [-0.38622, 0.85759, 0.68819], [0.16457, 1.72388, 3.71089], [2.21383, 0.66298, 2.59186], [-1.81923, 1.70140, 1.92968], [0.83003, -2.26996, -1.23850], [0.77892, -2.18329, 0.53860], [2.29562, -1.75621, -0.39904], [2.10194, 0.00805, -2.46659], [2.35451, 1.26930, -1.26032], [0.96265, 1.31148, -2.14724], [-1.23243, 1.26540, -2.07134], [-2.70272, 0.72344, -1.12287], [-1.88721, -0.43697, -2.22266], [-2.54718, -1.03094, 0.11274], [-1.12035, -1.64505, 0.93497], [-1.28064, -2.10788, -0.62783]]
}

***

Computed values of ΔE to the lowest compared entry with this formula, charge and spin (unit: kJ/mol) for the preceding records, in sequence: 301.9; 17.4; 12.7; 282.3; 101.4; 43.0; 228.4.